The following is a DFT calculation (the ωB97M-V functional and the def2-TZVPD basis) of a 2-piece molecular cluster, C4H6O overall.

The geometry in XYZ format:
```
11
Properties=species:S:1:pos:R:3:forces:R:3
C 2.248168 -0.118083 -0.285757 -0.45 2.05 1.38
C 2.101236 0.895410 0.344688 0.58 -1.97 -1.26
C -1.583114 0.341210 -0.127805 -2.94 -1.32 0.07
C -0.720633 -0.911474 0.081890 1.15 0.68 -0.78
O -0.368197 -1.562027 -0.876374 -0.45 -0.04 0.47
H 2.160385 -1.056817 -0.679553 0.07 -1.69 -1.08
H -1.936049 0.810359 0.782399 0.57 0.13 0.56
H -2.660219 -0.075282 -0.490485 2.62 0.99 0.05
H 2.168894 1.715331 0.949941 -0.08 1.69 0.97
H -0.247393 -1.171921 1.076244 -0.90 0.38 -0.40
H -1.163075 1.133290 -0.775184 -0.15 -0.91 0.02
```
Positions in Å, forces in eV/Å.

Output
highest occupied orbital energy: -9.92 eV
SMILES: CC=O.C#C
DFT total energy: -231.13100 a.u.
energy above the lowest of the compared OMol25 structures with the same formula, charge and spin: 2.523 eV